ORCA calculation (ωB97M-V/def2-TZVPD) on C29H32ClIIrN4O2 as an isolated structure.

Properties
**Total charge**: +1
**Frontier orbital gap**: 6.57 eV
**Spin multiplicity**: 1
**Relative energy (zero: lowest compared OMol25 entry of this formula, charge and spin)**: 79.5 kcal/mol
**HOMO**: -10.127 eV

Positions of all 70 atoms, in Å:
C1 1.47 -0.93 2.92
C2 0.49 -4.83 -0.43
C3 0.93 -0.35 1.78
C4 -4.46 2.81 -1.11
C5 -2.05 3.29 -1.58
H1 -1.65 5.06 -0.48
C6 -0.84 -4.34 -0.50
H2 5.63 0.29 1.98
H3 2.55 -4.29 -0.46
H4 -3.36 -0.07 1.09
C7 1.82 0.95 -1.71
C8 3.11 -0.03 0.86
H5 -0.06 -2.24 3.67
N1 -2.76 1.41 -0.21
H6 5.47 -1.10 3.06
N2 1.07 0.47 -0.50
H7 3.78 0.32 0.09
C9 1.72 0.06 0.70
C10 -3.70 0.74 0.46
H8 2.08 -1.87 -0.57
H9 3.32 0.30 -3.11
H10 -0.41 4.62 2.19
C11 0.79 1.31 -2.79
C12 -3.14 2.46 -0.96
C13 0.14 4.60 1.25
H11 -0.01 0.56 -2.84
C14 -5.44 2.08 -0.45
H12 -1.34 2.62 -2.06
C15 1.53 -3.95 -0.48
Cl1 -1.85 -6.87 -0.34
H13 3.47 2.02 -0.75
C16 -1.00 -2.95 -0.60
O1 -2.34 -1.04 -0.86
H14 -2.46 3.97 -2.32
H15 0.65 -5.89 -0.34
H16 -5.77 0.45 0.92
C17 -2.27 -2.34 -0.73
O2 -0.23 2.40 0.40
H17 2.95 2.68 -2.31
N3 -1.37 4.09 -0.57
H18 1.15 4.27 1.46
H19 5.58 -1.34 1.32
H20 -6.49 2.32 -0.58
H21 -4.11 -5.20 -0.59
C18 0.57 -1.41 4.02
C19 -3.36 -3.18 -0.71
H22 1.14 -1.75 4.88
I1 -5.26 -2.35 -0.89
C20 -3.23 -4.58 -0.60
H23 1.28 1.34 -3.77
H24 -4.73 3.64 -1.75
H25 1.96 2.92 -0.85
C21 2.72 -0.14 -2.31
C22 5.17 -0.70 2.10
C23 -5.05 1.04 0.37
H26 -0.10 -0.61 4.34
C24 1.26 -2.57 -0.56
H27 3.30 -1.50 3.89
C25 2.85 -1.06 3.01
H28 0.15 5.60 0.82
Ir1 -0.78 0.24 -0.54
H29 0.36 2.29 -2.59
H30 -0.14 -0.21 1.73
C26 -2.00 -5.15 -0.49
C27 3.67 -0.59 1.99
H31 2.11 -0.93 -2.75
H32 3.40 -0.58 -1.59
N4 0.04 -2.08 -0.61
C28 2.61 2.22 -1.38
C29 -0.51 3.60 0.33


ORCA calculation (ωB97M-V/def2-TZVPD) on C29H32MnN4O4S4 as an isolated structure.

Properties
**Expectation value of S²**: 0.779
**Frontier orbital gap (alpha / beta)**: 6.17 / 5.65 eV
**Spin multiplicity**: 2
**Relative energy (zero: lowest compared OMol25 entry of this formula, charge and spin)**: 0.0 kcal/mol
**HOMO (alpha / beta)**: -7.607 / -7.076 eV

Positions of all 74 atoms, in Å:
C1 -0.26 4.14 3.16
C2 -0.81 -1.00 3.27
C3 3.13 3.12 -1.44
H1 -5.78 1.35 5.17
O1 -5.51 -2.33 -2.71
N1 -0.27 1.58 0.68
C4 1.58 0.39 -2.23
C5 3.19 -4.26 -5.63
C6 -2.58 -0.79 1.65
C7 1.58 -2.55 0.13
H2 1.98 1.24 -4.13
H3 -0.40 5.46 1.49
C8 0.26 -2.08 -0.10
H4 1.08 2.30 -3.05
O2 -4.14 -0.96 -1.17
H5 -2.32 1.74 0.57
H6 -1.63 1.90 2.20
C9 -4.79 0.93 5.07
C10 -3.01 -0.08 3.98
O3 -3.05 -1.98 -2.91
H7 3.49 2.97 -3.55
N2 1.18 0.75 -0.89
H8 2.44 -0.28 -2.16
S1 1.77 -3.54 -4.97
H9 5.07 -4.97 -4.88
H10 3.25 -4.45 -6.68
C11 4.12 -4.52 -4.67
H11 0.62 4.06 1.19
H12 2.27 3.78 -1.48
S2 -1.30 1.15 -1.73
C12 -1.50 3.70 0.99
C13 -3.89 0.88 6.09
C14 -0.51 -1.58 0.95
H13 -4.01 1.22 7.10
C15 -2.15 -0.64 2.97
C16 0.01 -1.49 2.28
Mn1 -2.36 -1.45 -1.32
C17 -0.06 1.14 -0.56
C18 3.70 -4.14 -3.39
C19 -4.30 0.39 3.87
C20 0.39 -2.64 -2.35
H14 1.88 0.68 -0.16
H15 -3.60 -0.56 1.37
H16 -0.45 -0.90 4.28
H17 -1.50 3.92 -0.08
C21 1.91 1.60 -3.10
H18 4.02 1.55 -2.64
C22 3.22 2.30 -2.73
H19 1.77 -1.86 3.47
H20 4.03 3.72 -1.33
H21 3.29 -3.43 -0.78
C23 2.29 -3.06 -0.93
S3 -4.27 -2.21 -2.02
C24 -1.50 2.17 1.15
C25 -0.31 4.39 1.66
H22 4.31 -4.28 -2.52
H23 -0.10 3.09 3.39
H24 -2.43 4.07 1.42
H25 3.04 2.48 -0.57
O4 -3.86 -3.30 -1.13
H26 -4.87 0.35 2.96
C26 1.36 -1.94 2.48
H27 0.74 -0.15 -2.69
C27 2.44 -3.59 -3.36
N3 -1.81 -1.21 0.66
H28 3.10 -2.80 1.64
H29 -1.19 4.45 3.63
C28 1.70 -3.11 -2.22
H30 0.50 1.58 1.34
S4 -2.41 0.16 5.60
H31 -0.11 -2.67 -3.31
H32 0.56 4.71 3.61
C29 2.09 -2.45 1.47
N4 -0.33 -2.13 -1.35


ORCA calculation (ωB97M-V/def2-TZVPD) on C29H32N2PPbS4 as an isolated structure.

Properties
**Total charge**: +1
**Frontier orbital gap**: 7.78 eV
**Spin multiplicity**: 1
**HOMO**: -10.219 eV

Positions of all 69 atoms, in Å:
C1 -3.69 0.69 0.33
C2 2.52 3.05 4.17
C3 1.21 -3.26 1.13
H1 -1.93 -2.37 0.22
H2 -0.67 -4.94 3.40
C4 0.20 -2.64 0.40
H3 -1.85 1.89 3.38
C5 -2.16 4.53 -0.35
H4 2.25 -3.12 0.86
H5 1.32 1.34 3.69
H6 -2.48 -3.84 2.11
C6 1.80 2.24 3.33
C7 2.72 -2.87 -1.99
H7 -1.64 -1.22 -5.35
H8 3.68 4.87 4.26
C8 -0.70 -3.57 -2.44
C9 -1.38 -1.88 -4.53
H9 3.40 5.36 1.84
C10 2.96 4.48 2.29
S1 -2.21 2.08 -1.71
C11 3.24 -0.79 -0.90
C12 4.06 -3.09 -2.24
H10 2.62 2.80 5.21
H11 -4.29 1.56 0.58
H12 -3.03 4.01 2.93
C13 3.11 4.20 3.63
H13 5.31 -0.28 -0.83
C14 -2.85 3.31 2.11
H14 -3.41 4.12 -2.03
H15 -4.16 0.68 -1.76
N1 2.84 0.42 -0.22
C15 -1.13 -2.85 0.78
H16 3.30 1.22 -0.65
H17 -4.33 -0.18 0.47
C16 -3.05 3.58 -1.15
C17 -3.26 0.72 -1.14
H18 -0.46 -4.24 -1.61
C18 0.89 -4.08 2.21
C19 -2.69 1.91 2.68
C20 2.28 -1.73 -1.32
C21 5.00 -2.15 -1.82
C22 2.22 3.60 1.48
C23 4.59 -1.02 -1.16
C24 -1.70 -3.23 -4.60
H19 -2.67 -0.17 -1.38
H20 -2.23 -3.62 -5.46
P1 0.51 -1.46 -0.96
S2 -1.41 3.89 1.17
S3 1.99 3.86 -0.23
H21 -1.63 -5.12 -3.59
H22 -3.58 1.65 3.25
H23 4.38 -3.98 -2.77
N2 1.66 2.51 2.02
H24 2.00 -3.60 -2.32
H25 -3.73 3.37 1.47
H26 -2.72 5.44 -0.12
H27 3.16 0.41 0.74
H28 6.06 -2.31 -2.02
C25 -0.36 -2.22 -2.37
C26 -1.37 -4.07 -3.54
S4 -2.31 0.58 1.51
H29 -0.47 -0.33 -3.37
H30 1.69 -4.57 2.76
H31 -3.94 3.29 -0.59
Pb1 0.42 1.66 0.05
H32 -1.30 4.83 -0.95
C27 -1.45 -3.67 1.84
C28 -0.71 -1.38 -3.42
C29 -0.43 -4.29 2.56


ORCA calculation (ωB97M-V/def2-TZVPD) on one molecule with the formula C29H32N4O4.

Properties
**Frontier orbital gap**: 8.58 eV
**Spin multiplicity**: 1
**Relative energy (zero: lowest compared OMol25 entry of this formula, charge and spin)**: 50.5 kcal/mol
**SMILES**: COc1ccc([C@@H]2[C@@H](C(=O)N3CCN(c4ccccn4)CC3)CCC(=O)N2c2ccc(OC)cc2)cc1
**HOMO**: -7.927 eV

Positions of all 69 atoms, in Å:
C1 -0.41 -2.34 -0.91
C2 -0.56 -2.86 0.37
H1 -0.87 0.04 2.08
H2 -0.47 -6.10 0.11
C3 -7.14 -1.06 -1.56
N1 4.60 0.14 -0.21
C4 2.91 -3.07 0.32
C5 4.81 1.33 0.59
C6 -0.74 -0.63 1.24
C7 4.56 0.44 -1.63
C8 -0.45 -0.97 -1.11
O1 -2.83 3.38 1.89
C9 3.90 1.82 -1.85
C10 3.62 -2.08 -0.33
N2 -1.83 1.93 0.48
C11 -0.44 -5.12 -0.36
H3 -3.45 0.93 2.34
H4 -2.97 1.41 -1.88
H5 -0.34 -0.58 -2.10
C12 1.63 1.82 -1.04
H6 1.41 4.02 0.55
H7 4.97 1.02 1.62
H8 3.88 3.30 0.61
H9 5.57 0.44 -2.04
H10 1.86 -3.59 2.13
O2 1.25 1.53 -2.16
C13 0.65 2.03 0.11
H11 2.77 -4.03 -0.15
H12 -6.47 -1.67 -2.18
C14 -0.63 -0.10 -0.04
H13 -7.36 -0.12 -2.08
C15 3.57 2.25 0.50
C16 -3.05 1.24 0.26
H14 0.02 3.98 -0.55
H15 -0.04 3.30 2.43
H16 5.70 1.82 0.21
C17 -4.97 0.08 1.12
H17 -0.83 -2.40 2.44
C18 -3.52 1.03 -1.03
C19 2.41 -2.83 1.60
N3 3.31 -0.62 1.55
H18 -0.85 1.59 -1.33
H19 -1.27 -5.03 -1.07
C20 -5.44 -0.14 -0.18
H20 3.97 -0.32 -2.14
H21 3.37 1.84 -2.80
C21 -1.83 3.00 1.32
H22 0.51 -5.02 -0.90
C22 -3.79 0.76 1.33
O3 -0.55 -4.19 0.68
H23 4.64 2.62 -1.83
O4 -6.61 -0.83 -0.28
C23 2.64 -1.59 2.15
H24 -0.71 4.75 1.71
H25 4.04 -2.26 -1.30
H26 1.02 1.55 1.02
H27 -0.27 -2.99 -1.76
C24 3.81 -0.85 0.33
C25 -0.49 3.70 1.52
H28 2.89 2.00 1.30
H29 -5.56 -0.29 1.94
H30 2.27 -1.34 3.14
N4 2.94 2.05 -0.79
C26 -4.70 0.34 -1.25
H31 -8.07 -1.61 -1.40
C27 0.45 3.53 0.35
H32 -5.03 0.19 -2.27
C28 -0.69 1.39 -0.26
C29 -0.72 -1.99 1.45


ORCA calculation (ωB97M-V/def2-TZVPD) on C29H32N4P2S2V as an isolated structure.

Properties
**Expectation value of S²**: 1.093
**Total charge**: +2
**Frontier orbital gap (alpha / beta)**: 6.15 / 7.00 eV
**Spin multiplicity**: 2
**Relative energy (zero: lowest compared OMol25 entry of this formula, charge and spin)**: 12.6 kcal/mol
**HOMO (alpha / beta)**: -13.737 / -14.015 eV

Positions of all 70 atoms, in Å:
H1 -0.30 -3.15 -0.80
C1 -0.51 4.82 3.46
C2 -2.81 -5.50 0.98
S1 -1.41 -1.80 1.54
C3 -3.37 -0.55 -2.31
H2 3.13 -0.42 3.15
H3 -1.56 3.87 -0.38
C4 -0.52 2.80 2.16
H4 -3.52 -6.14 1.47
C5 2.35 -0.70 -5.29
H5 0.81 4.83 5.15
H6 4.12 0.13 -6.17
C6 -0.70 0.04 -2.21
C7 -1.22 -5.09 -0.78
C8 -0.99 4.09 2.39
C9 0.73 0.24 -2.05
H7 2.20 -1.43 -6.08
C10 0.25 -0.41 4.06
H8 -2.26 -6.94 -0.51
C11 2.86 -0.68 0.26
N1 1.10 0.22 -0.79
H9 4.48 -1.65 1.01
C12 3.62 1.09 -4.32
C13 2.72 0.59 3.09
H10 -3.14 -3.88 2.35
C14 -2.60 -4.22 1.47
H11 -3.30 0.06 -4.37
C15 -1.00 -3.81 -0.31
H12 4.83 -0.34 -0.06
C16 0.43 4.26 4.31
P1 0.95 0.53 2.66
H13 3.27 1.17 2.36
H14 1.60 2.55 4.79
C17 -1.09 2.92 -0.65
H15 -4.41 -0.82 -2.31
C18 1.46 -0.65 -4.24
C19 0.42 2.23 3.02
H16 -3.10 -1.01 -0.24
H17 -1.73 4.54 1.74
C20 -1.39 0.22 -3.40
H18 0.66 0.00 4.99
H19 -3.12 0.84 1.82
V1 -0.10 -0.35 0.60
H20 -0.87 0.60 -4.27
H21 -3.47 1.49 0.20
C21 0.89 2.97 4.10
H22 -0.05 3.11 -0.92
C22 -2.11 -5.93 -0.14
C23 -2.63 -0.67 -1.15
S2 1.70 -1.75 1.05
H23 -0.83 -0.32 4.08
P2 -1.14 1.79 0.78
H24 2.81 1.06 4.07
H25 -3.28 2.59 1.58
C24 -2.74 -0.07 -3.45
H26 4.45 1.78 -4.36
H27 -0.86 5.83 3.63
H28 0.53 -1.46 3.98
C25 1.65 0.26 -3.19
H29 2.90 1.85 -2.45
C26 3.43 0.17 -5.34
C27 2.75 1.13 -3.24
H30 -1.62 2.49 -1.49
H31 0.64 -1.36 -4.20
N2 2.43 0.27 -0.51
N3 -1.32 -0.37 -1.08
C28 -1.68 -3.38 0.84
C29 -2.93 1.66 1.13
N4 4.17 -0.84 0.49
H32 -0.68 -5.42 -1.66


ORCA calculation (ωB97M-V/def2-TZVPD) on C29H33AuIN4O4SSb2 as an isolated structure.

Properties
**Expectation value of S²**: 2.049
**Total charge**: +1
**Frontier orbital gap (alpha / beta)**: 7.76 / 6.09 eV
**Spin multiplicity**: 3
**Relative energy (zero: lowest compared OMol25 entry of this formula, charge and spin)**: 0.0 kcal/mol
**HOMO (alpha / beta)**: -10.018 / -10.641 eV

Positions of all 75 atoms, in Å:
H1 -1.09 -4.22 3.99
O1 0.92 3.26 0.54
C1 0.87 -5.01 3.41
O2 0.24 -2.22 -3.86
C2 0.93 -5.15 -0.62
H2 -1.79 -0.35 3.52
H3 0.59 -6.08 3.46
C3 -2.52 -1.88 -4.72
C4 -3.82 -1.96 -5.19
C5 1.58 7.25 0.68
C6 2.22 -4.68 3.08
C7 0.39 5.31 1.59
H4 -6.88 -2.29 -4.03
C8 -4.61 -1.89 -2.87
C9 1.79 2.14 3.45
H5 1.92 5.29 -0.02
H6 2.90 -5.52 2.89
C10 0.16 2.78 -2.58
N1 -0.42 0.53 -3.94
C11 2.64 -3.33 3.00
C12 0.18 3.82 1.43
H7 -1.74 -1.84 -5.42
H8 1.16 -5.25 -1.66
C13 -0.07 7.49 2.48
Sb1 0.63 0.63 2.59
C14 2.57 -2.62 -1.62
H9 -0.06 -5.52 -0.44
C15 -0.24 1.63 -4.61
H10 2.43 2.72 2.78
Sb2 0.97 -3.09 -0.26
H11 -0.47 -1.95 3.65
H12 -0.43 1.66 -5.71
N2 0.03 1.67 -1.93
C16 1.62 -2.33 3.12
H13 1.61 -5.71 0.06
H14 -0.97 5.65 3.14
I1 1.28 10.13 1.71
S1 -0.63 -1.94 -2.76
O3 -0.71 3.20 2.05
C17 -3.30 -1.90 -2.40
N3 -6.19 -2.08 -4.73
H15 4.45 -2.09 2.65
H16 -0.70 8.09 3.14
O4 -0.57 -2.97 -1.62
C18 -1.15 0.59 3.63
N4 -0.36 -0.56 -1.89
H17 -0.92 0.71 4.69
H18 2.86 -1.60 -1.71
Au1 0.33 1.25 0.06
H19 -1.67 1.50 3.35
C19 -0.26 6.13 2.47
H20 3.43 -3.21 -1.22
C20 0.31 -2.65 3.47
H21 -2.99 -1.92 -1.38
H22 -6.38 -2.57 -5.60
C21 -0.08 -3.99 3.60
C22 0.12 2.82 -3.98
H23 2.59 -0.56 3.88
H24 4.70 -3.83 2.69
C23 0.88 8.05 1.55
C24 1.38 5.84 0.74
H25 2.27 7.72 0.09
C25 -2.27 -1.88 -3.34
H26 2.49 1.83 4.24
C26 2.05 -0.90 2.97
C27 -0.28 0.53 -2.62
H27 0.09 3.68 -4.59
C28 3.95 -3.07 2.65
H28 0.33 3.70 -1.98
C29 -4.87 -1.99 -4.24
H29 2.75 -0.74 2.18
H30 -4.10 -2.18 -6.20
H31 1.12 2.93 3.82
H32 -5.42 -1.93 -2.14
H33 2.28 -3.10 -2.58